No. 1
# C4H6Cl2FI

C4H6Cl2FI in the gas phase (ωB97M-V/def2-TZVPD, OMol25).

- LUMO level (Eh) = 0.00991
- SMILES = CC(C)(I)C(F)(Cl)Cl
- gap between HOMO and LUMO (eV) = 9.787
- multiplicity = 1
- energy above the lowest of the compared OMol25 structures with the same formula, charge and spin (eV) = 0.000

Last column: Löwdin charge in e.
Element x y z (Å)
C 0.7074 -0.7874 -1.1251  -0.1725
C -0.2272 -0.2585 0.0107  -0.9242
C 0.3638 -0.3464 1.4191  -0.1668
I -2.0499 -1.4598 -0.1428  0.8695
C -0.7195 1.2438 -0.3496  -1.2549
F -1.4499 1.3575 -1.4865  -0.1000
Cl 0.7084 2.2837 -0.6422  0.6688
Cl -1.6846 1.8979 1.0035  0.6409
H 0.2174 -0.4420 -2.1162  0.1053
H 1.5850 -0.2350 -0.6641  0.0736
H 0.9189 -1.8633 -1.2277  0.0745
H -0.3183 -0.8062 2.0910  0.0387
H 1.1343 -1.0733 1.3119  0.0707
H 0.8141 0.4889 1.9179  0.0763

Cartesian forces (eV/Å) of the 6 atoms listed first:
C -0.4639 2.0163 0.4902
C -1.5809 0.5690 -1.1981
C -0.0377 -0.9695 -0.6698
I 0.0089 0.0101 0.2084
C 0.5762 -0.6892 0.3282
F 0.1143 -0.5788 0.4732

No. 2
# C4H6Cl2NO2

A molecular structure, C4H6Cl2NO2 (ωB97M-V/def2-TZVPD, OMol25).

- charge = -1
- LUMO level (spin up / spin down) (Eh) = 0.12158 / 0.12158
- gap between HOMO and LUMO (spin up / spin down) (eV) = 8.345 / 8.344
- multiplicity = 1

Last column: Löwdin charge in e.
Element x y z (Å)
C 2.8916 -0.5394 0.6441  -0.7707
C -0.3100 1.2217 0.4210  -0.1302
C -2.0635 0.2160 -1.2599  -0.0231
C -1.1831 0.3462 -0.2680  -0.1318
N -1.0827 -1.6224 0.7980  -0.4413
O 1.7863 -0.8672 0.4098  0.0170
O 3.9731 -0.6230 1.0057  0.0820
Cl 2.9819 1.6289 -0.1917  -0.1091
Cl -2.0052 -2.7740 -0.1945  0.3297
H 0.2922 1.6262 -0.4758  0.0856
H 0.4952 0.6763 0.8144  0.0007
H -0.6946 2.0515 1.0305  0.0995
H -2.1742 0.9717 -2.0328  0.0638
H -2.8236 -0.4727 -1.2456  -0.0225
H -0.0833 -1.8399 0.5447  -0.0495

Cartesian forces (eV/Å) of the 6 atoms listed first:
C -1.7800 0.2031 -0.8939
C 1.2719 1.5113 -2.3037
C 2.2744 2.2052 1.3928
C -2.5104 -3.4221 -0.1866
N 0.1372 1.7735 -1.4921
O -0.4141 -0.4453 -0.0151

No. 3
# C4H6ClF

2 unconnected molecules or ions with the total composition C4H6ClF (ωB97M-V/def2-TZVPD, OMol25).

- LUMO level (spin up / spin down) (Eh) = 0.01479 / 0.02033
- gap between HOMO and LUMO (spin up / spin down) (eV) = 8.373 / 8.469
- multiplicity = 1
- energy above the lowest of the compared OMol25 structures with the same formula, charge and spin (eV) = 5.042

Last column: Löwdin charge in e.
Element x y z (Å)
C 0.8925 -0.4451 -1.9444  -0.1322
C 0.9814 0.7704 -1.5348  0.0582
C -1.1507 -0.4627 1.1483  -0.1522
C -0.1906 0.5947 1.1970  -0.8935
F 1.0845 0.4230 1.5454  -0.0174
Cl -0.7271 2.0931 1.7025  0.7308
H 1.2209 -0.7820 -2.9617  0.0598
H 0.5545 -1.2931 -1.3508  0.0379
H 1.2680 1.6772 -1.1174  0.0157
H -0.5647 -1.4073 1.0749  0.0835
H -1.7032 -0.7649 2.0928  0.1054
H -1.6655 -0.4032 0.1483  0.1040

Cartesian forces (eV/Å) of the 6 atoms listed first:
C 0.3561 -0.7483 -1.1170
C -0.0030 -0.9658 0.1304
C 0.1550 -3.5268 -0.4232
C 0.7111 1.2193 -0.3257
F 0.3499 -0.8088 0.3405
Cl -0.5079 1.5132 0.3255

No. 4
# C4H6ClF

A molecular structure, C4H6ClF (ωB97M-V/def2-TZVPD, OMol25).

- LUMO level (Eh) = 0.03217
- gap between HOMO and LUMO (eV) = 10.199
- multiplicity = 1
- energy above the lowest of the compared OMol25 structures with the same formula, charge and spin (eV) = 3.273

Last column: Löwdin charge in e.
Element x y z (Å)
C -0.9958 -0.3621 1.7715  -0.1351
C -0.5581 -0.2707 0.2023  -0.9961
C 0.6954 0.3590 0.0327  -0.1814
C 1.6621 -0.6208 -0.2436  -0.1555
H -0.2491 0.5941 2.4637  0.1650
H -2.2172 -0.3842 1.9491  0.1075
H -0.3223 -1.2498 2.0665  0.0578
H -0.6316 -1.3398 -0.1378  0.0991
H 0.6349 1.5687 -0.2153  0.1752
H 1.3269 -1.6484 -0.2871  0.1145
F 2.8470 -0.2189 -0.5798  0.0547
Cl -1.7051 0.5763 -0.6587  0.6944

Cartesian forces (eV/Å) of the 6 atoms listed first:
C 2.1555 1.5039 0.8967
C -2.5164 -2.5158 3.9571
C 3.9120 -0.2373 -2.2774
C -3.8188 4.6110 0.7664
H -3.0006 -2.5913 -2.1951
H 3.6097 -0.0491 -0.1949

No. 5
# C4H6ClF

C4H6ClF in the gas phase (ωB97M-V/def2-TZVPD, OMol25).

- LUMO level (Eh) = 0.03314
- SMILES = C/C(=C\F)CCl
- gap between HOMO and LUMO (eV) = 10.535
- multiplicity = 1
- energy above the lowest of the compared OMol25 structures with the same formula, charge and spin (eV) = 0.708

Last column: Löwdin charge in e.
Element x y z (Å)
C -0.3702 -0.6394 -1.1969  -0.0517
C 0.0702 -0.0797 0.1031  -0.4670
C 0.8482 -0.7973 0.8802  -0.1283
F 1.3683 -2.0001 0.6191  0.0499
C -0.4202 1.1702 0.5929  -0.4954
Cl 0.2190 2.4765 -0.5465  0.5348
H 0.3737 -1.2766 -1.5993  0.0636
H -1.3444 -1.1282 -0.9347  0.1115
H -0.4121 0.2245 -1.9309  0.0812
H 1.1423 -0.2707 1.8005  0.1260
H -1.5179 1.0802 0.6496  0.1090
H 0.0431 1.2405 1.5630  0.0665

Cartesian forces (eV/Å) of the 6 atoms listed first:
C -1.2039 1.8187 -0.3060
C 0.8267 -2.6490 -1.4504
C 0.5817 1.4332 1.4084
F -0.1765 0.2031 0.0055
C -0.1552 0.5486 -0.1308
Cl -0.7441 -0.2650 0.8760

No. 6
# C4H6ClI

2 unconnected molecules or ions with the total composition C4H6ClI (ωB97M-V/def2-TZVPD, OMol25).

- LUMO level (spin up / spin down) (Eh) = 0.01431 / -0.07867
- gap between HOMO and LUMO (spin up / spin down) (eV) = 7.276 / 7.491
- <S²> = 2.02
- multiplicity = 3

Last column: Löwdin charge in e.
Element x y z (Å)
C -2.1636 -0.9156 0.1475  -0.1557
C -1.0625 -1.1545 -0.4847  -0.7016
C 1.0165 -0.3029 0.3389  -0.1682
C 1.2705 0.7657 -0.7569  -0.6366
Cl 2.9434 1.4323 -0.3309  0.4512
I -0.6893 -1.9215 -2.3932  0.8092
H -3.0434 -1.3598 -0.2263  0.0294
H -2.1554 -0.6359 1.2901  0.1074
H 0.6814 0.0206 1.3815  0.0817
H 1.6235 -1.2837 0.1808  0.0878
H 0.7510 1.7201 -0.7434  0.0371
H 1.2328 0.4550 -1.8865  0.0582

Cartesian forces (eV/Å) of the 6 atoms listed first:
C 0.3995 0.0091 3.2555
C -0.7725 -0.7928 -1.6229
C 2.6007 0.9358 -0.1791
C 0.2026 -0.7653 -0.3421
Cl 0.1905 -0.2165 -0.4299
I -0.1054 0.1266 0.4435

No. 7
# C4H6ClN

C4H6ClN in the gas phase (ωB97M-V/def2-TZVPD, OMol25).

- LUMO level (Eh) = 0.03697
- SMILES = C=C(Cl)N1CC1
- gap between HOMO and LUMO (eV) = 9.497
- multiplicity = 1
- energy above the lowest of the compared OMol25 structures with the same formula, charge and spin (eV) = 2.566

Last column: Löwdin charge in e.
Element x y z (Å)
C 0.8817 1.8446 0.0686  -0.0231
C 0.8950 0.5212 0.1828  -0.7520
Cl 2.3172 -0.4249 -0.2240  0.6710
N -0.1083 -0.3489 0.5395  -0.1616
C -1.4657 -0.4497 -0.1258  -0.0280
C -0.4589 -1.5254 -0.0908  -0.2090
H 1.7567 2.3670 -0.2951  0.0455
H 0.0776 2.5196 0.4044  0.0699
H -1.7401 -0.0751 -1.0935  0.1083
H -2.0315 -0.3549 0.7563  0.0938
H -0.4748 -2.3511 0.6566  0.1209
H 0.3510 -1.7223 -0.7792  0.0643

Cartesian forces (eV/Å) of the 6 atoms listed first:
C 0.0453 0.7582 0.3500
C -0.0858 -0.4725 -1.0018
Cl 0.6239 0.4219 -0.0512
N -0.9485 3.3536 1.0166
C 1.8549 -0.2952 0.5359
C 1.7087 -2.9257 1.5539

No. 8
# C4H6ClN2O3

A gas-phase ion, C4H6ClN2O3 (charge +1) (ωB97M-V/def2-TZVPD, OMol25).

- charge = +1
- LUMO level (spin up / spin down) (Eh) = -0.21954 / -0.21947
- SMILES = [O-][N+](O)=C=[NH+]OC/C=C\Cl
- gap between HOMO and LUMO (spin up / spin down) (eV) = 7.546 / 7.548
- multiplicity = 1

Last column: Löwdin charge in e.
Element x y z (Å)
O -3.3685 -0.3086 -0.1212  0.1937
N -2.3290 0.2750 -0.0381  -0.2334
O -2.2837 1.2969 0.8728  0.1376
C -1.1493 -0.1841 -0.4346  0.0718
N -0.4206 0.0994 -1.4218  0.0542
O 0.7515 -0.5040 -1.6417  -0.0397
C 1.1335 -1.2707 -0.5117  -0.1583
C 1.5614 -0.5015 0.7675  -0.1499
C 1.7736 0.7841 0.9299  -0.4966
Cl 1.4402 2.0288 -0.2704  0.6650
H -3.1329 1.3521 1.4355  0.2105
H -0.5128 0.7111 -2.3300  0.2698
H 2.1104 -1.7284 -0.6828  0.1482
H 0.4697 -2.0442 -0.1166  0.1327
H 1.8195 -1.0440 1.6568  0.1175
H 2.1370 1.0381 1.9062  0.0769

Cartesian forces (eV/Å) of the 6 atoms listed first:
O 0.1776 -0.2464 -0.9306
N -2.6044 0.5584 2.3484
O 0.3487 0.5462 0.1596
C 1.3024 0.2778 -0.6694
N -1.0302 1.2099 -2.3233
O 0.5835 -1.1487 0.8150

No. 9
# C4H6ClN2P

C4H6ClN2P in the gas phase (ωB97M-V/def2-TZVPD, OMol25).

- LUMO level (spin up / spin down) (Eh) = -0.09892 / -0.06671
- SMILES = CC1=NN(C)P(Cl)#C1
- gap between HOMO and LUMO (spin up / spin down) (eV) = 6.559 / 7.338
- multiplicity = 1
- energy above the lowest of the compared OMol25 structures with the same formula, charge and spin (eV) = 4.311

Last column: Löwdin charge in e.
Element x y z (Å)
C 1.0771 -1.6711 1.7633  -0.0603
C 0.6984 -0.4493 1.0549  -0.5562
N -0.1167 -0.5586 0.0097  0.0388
N -0.3473 0.5372 -0.6535  -0.4926
C -1.3803 0.4742 -1.6978  -0.1063
P 0.5286 1.8720 -0.1746  0.8284
Cl -0.3531 3.6526 -1.7090  -0.1003
C 1.1921 0.8195 1.2472  -0.0674
H 1.0723 -2.6112 1.1905  0.0884
H 0.4564 -1.6538 2.7534  0.1195
H 2.0768 -1.4615 2.1177  0.0640
H -0.9972 1.0223 -2.5157  0.0206
H -1.5238 -0.6043 -2.1590  0.1230
H -2.3835 0.6321 -1.2272  0.1004

Cartesian forces (eV/Å) of the 6 atoms listed first:
C -0.4005 0.0838 2.8123
C 0.1502 0.5441 -1.1573
N -0.8107 -1.1810 0.0442
N -0.3623 -0.1165 -0.4881
C -0.8831 -3.2171 0.1425
P 0.7575 -0.1406 1.3385

Number 1: calculated total energy -40107.61638 eV. Number 2: calculated total energy -34873.63149 eV. Number 3: calculated total energy -19479.70005 eV. Number 4: calculated total energy -19481.46944 eV. Number 5: calculated total energy -19484.03395 eV. Number 6: calculated total energy -24861.86484 eV. Number 7: calculated total energy -18254.87531 eV. Number 8: calculated total energy -25874.43230 eV. Number 9: calculated total energy -29031.49294 eV.